[1]
A 14-piece molecular cluster, H28O14 overall. Source: OMol25; level of theory: the ωB97M-V functional and the def2-TZVPD basis.

Geometry as XYZ:
```
42
Properties=species:S:1:pos:R:3:forces:R:3:nbo_charge:R:1
O -2.030347 0.943499 2.668011 -1.011 -0.489 -0.485 -0.9541
H -2.355392 0.297949 2.023237 0.471 0.018 -0.215 0.4808
H -2.865515 1.334515 2.953721 0.240 0.411 0.282 0.4894
O 1.557270 0.188283 -1.560953 -0.366 -1.610 0.386 -0.9856
H 0.783669 0.734918 -1.717107 0.603 0.313 -0.573 0.4830
H 2.431231 0.495087 -1.800314 -0.354 0.745 -0.241 0.4948
O 4.767155 -1.910613 1.437710 0.405 -0.799 0.116 -0.9628
H 3.884823 -1.717474 1.769597 -0.011 0.495 -0.206 0.4953
H 5.061853 -1.203200 0.864696 -0.382 0.296 0.116 0.4652
O -2.301668 3.447078 -0.269933 -0.455 0.106 0.421 -0.9526
H -1.997198 2.752128 0.317126 0.061 -0.114 -0.091 0.4588
H -2.461247 3.068579 -1.148685 0.083 0.400 0.576 0.4710
O 2.448017 -0.038120 1.189310 -0.712 -0.404 -0.031 -0.9506
H 1.663402 0.020643 1.751899 0.378 0.492 0.564 0.4783
H 2.100527 -0.684373 0.559176 0.429 0.108 -0.331 0.4713
O 1.142278 -2.418475 -3.986888 -0.150 0.495 -0.091 -0.9365
H 1.716331 -1.987010 -4.629875 0.132 -0.327 -0.099 0.4689
H 0.711198 -1.650743 -3.590676 -0.002 -0.165 0.282 0.4675
O -2.045215 -4.279461 -2.645586 -0.005 0.463 -0.230 -0.9358
H -2.718602 -3.607462 -2.488863 -0.114 -0.187 0.271 0.4663
H -1.529100 -3.863275 -3.346419 0.232 -0.292 -0.066 0.4698
O 0.480120 1.344484 3.730987 0.053 -0.155 -0.241 -0.9678
H -0.302642 1.156449 3.189370 0.099 0.219 0.350 0.4834
H 0.673339 2.274096 3.574240 0.090 -0.035 -0.048 0.4723
O 0.010336 2.623594 -1.591699 -0.673 -0.213 -0.171 -0.9622
H 0.695309 2.202304 -1.064774 0.433 0.545 0.000 0.4901
H 0.317869 2.868369 -2.469212 0.578 -0.006 0.194 0.4828
O -3.394510 -1.978172 2.749811 0.091 -0.095 -0.056 -0.9402
H -2.939981 -2.620866 3.306302 -0.081 -0.010 -0.047 0.4752
H -3.109634 -1.131646 3.100818 0.038 0.057 0.285 0.4626
O 1.171404 -2.919887 1.955942 0.190 0.047 0.337 -0.9415
H 0.410822 -2.380155 2.194861 0.051 -0.005 0.029 0.4649
H 1.029668 -3.074842 1.019855 -0.026 0.005 -0.068 0.4704
O -2.488336 3.338835 -2.958938 -0.187 -1.349 -0.286 -0.9155
H -3.240990 2.797075 -3.240490 -0.296 0.613 -0.228 0.4699
H -1.890979 2.606053 -2.736906 0.513 0.462 -0.067 0.4656
O -0.810106 -2.822465 -0.022831 -0.012 0.612 0.078 -0.9613
H -0.247192 -3.098194 -0.752217 -0.265 -0.396 -0.105 0.4835
H -1.042336 -3.594773 0.500292 0.014 -0.222 -0.316 0.4842
O 2.208833 4.102463 0.790373 -0.042 -0.006 -0.537 -0.9310
H 2.893519 3.810543 0.177780 0.187 -0.113 0.297 0.4627
H 1.612016 4.574259 0.197253 -0.227 0.092 0.245 0.4696
```
Positions in Å, forces in eV/Å.

Computed properties:
E_HOMO: -0.38984 Eh
Energy above the lowest of the compared OMol25 structures with the same formula, charge and spin: 71.08 kcal per mole
Kohn-Sham gap: 10.0442 eV
Net charge: 0

***

[2]
A 14-piece molecular cluster, H29O14 overall. Source: OMol25; level of theory: the ωB97M-V functional and the def2-TZVPD basis.

Geometry as XYZ:
```
43
Properties=species:S:1:pos:R:3:forces:R:3:nbo_charge:R:1
O -4.281593 -0.653504 -0.304812 -1.030 0.062 1.162 -0.9570
H -0.055740 0.596743 2.862390 -0.991 -2.945 -0.397 0.5561
O 0.631124 1.787210 0.437876 -0.140 0.037 -0.351 -0.9877
H -0.101930 1.997958 -0.143559 -0.400 -0.040 -0.284 0.4823
H 0.292439 1.788235 3.564707 3.221 0.424 -2.169 0.4973
O -1.746174 1.284291 -1.878442 -0.597 -1.235 -1.215 -0.9989
H 2.233826 -0.352411 0.321376 -1.376 -1.493 -1.189 0.4834
H -2.239264 1.868377 -2.517799 0.621 -1.266 0.912 0.4912
O 0.354906 4.498650 2.111039 -7.198 2.001 -3.490 -0.9537
H 1.153648 4.150688 2.225742 5.114 -2.514 -0.031 0.4634
H -0.053404 4.260244 1.153415 2.084 0.571 3.667 0.4936
O -1.092383 -0.970367 -3.657048 1.522 2.045 0.122 -0.9703
H -0.504599 -0.151907 -3.543082 -1.363 -1.575 -0.178 0.4795
H -0.514629 -1.522537 -4.196432 -0.125 -0.379 0.034 0.4927
O -1.077493 -3.363004 -1.928485 -3.192 0.275 -2.397 -0.9694
H -1.873864 -2.736180 -2.189844 2.537 -1.417 0.960 0.4881
H -1.257681 -4.058721 -2.644360 0.737 1.102 1.624 0.4812
O -0.731802 -1.607562 0.908452 2.847 4.629 1.548 -0.9310
H -1.239797 -2.314269 0.746740 -2.594 -4.297 -1.852 0.5091
H -0.024499 -1.379646 0.248122 -0.904 -0.487 0.485 0.5597
O 2.061735 -3.572125 -3.706995 0.195 0.528 1.259 -0.9164
H 1.762727 -3.858973 -2.838550 -1.035 -1.248 -0.134 0.4590
H 2.556574 -2.875508 -3.259420 0.746 0.809 -1.124 0.4580
O -0.828733 -0.211996 2.969948 -0.537 2.651 -4.435 -0.8710
H -1.107688 -0.913871 2.083873 1.932 1.651 0.191 0.5556
H -4.182574 -0.080257 0.499359 -0.322 -0.788 -1.180 0.4749
O 1.102056 1.536781 2.874314 -3.747 0.803 3.069 -0.9122
H 1.893209 1.717469 3.393055 0.171 -0.345 0.324 0.5155
H -1.919356 0.307697 -2.138756 0.055 2.539 0.427 0.5073
O 1.699659 -0.508680 -0.541172 0.343 -1.067 4.261 -0.9579
H 0.899227 0.894304 0.154447 -0.288 0.366 -0.092 0.4678
H 4.295057 -2.692032 1.366920 6.520 -0.640 0.457 0.4822
O 3.441843 -2.782878 1.245312 -7.375 1.822 -0.120 -0.9797
H -0.718841 -0.767166 3.671172 0.866 -2.095 3.493 0.5081
H 2.982179 -3.531987 0.912139 0.831 -1.093 -0.319 0.4985
O -2.022862 2.983083 3.331374 7.211 -2.389 4.152 -0.9578
H -1.336461 3.664314 3.665778 -1.894 -1.376 -1.208 0.4933
H -2.669937 3.416981 2.955899 -5.173 3.726 -2.999 0.4647
O 2.545982 1.504956 -2.168904 -0.032 -4.442 5.208 -0.9573
H 2.951458 1.895755 -2.829019 2.470 3.280 -5.084 0.4847
H 1.669242 1.703264 -2.001276 -2.505 1.340 -0.135 0.4864
H -5.196568 -1.043888 -0.243117 1.422 0.699 -0.004 0.4829
H 2.250961 0.092481 -0.972356 1.371 1.768 -2.968 0.5041
```
Positions in Å, forces in eV/Å.

Computed properties:
E_HOMO: -0.50154 Eh
Energy above the lowest of the compared OMol25 structures with the same formula, charge and spin: 167.81 kcal per mole
Kohn-Sham gap: 10.6602 eV
Net charge: +1

***

[3]
One molecule with the formula H2INS. Source: OMol25; level of theory: the ωB97M-V functional and the def2-TZVPD basis.

Geometry as XYZ:
```
5
Properties=species:S:1:pos:R:3:forces:R:3:nbo_charge:R:1
N 1.037220 0.489429 -0.119819 2.830 4.766 -1.774 -1.0264
S 0.007719 -0.558447 -0.161445 -1.420 -3.807 1.940 0.8097
I -2.522956 -0.009338 0.081462 0.175 0.119 0.281 -0.2839
H 1.137376 1.061997 -1.019561 -0.242 -1.261 1.503 0.3781
H 0.340639 -0.983640 1.219364 -1.344 0.182 -1.950 0.1224
```
Positions in Å, forces in eV/Å.

Computed properties:
E_HOMO (spin up / spin down): -0.32938 / -0.32939 Eh
Energy above the lowest of the compared OMol25 structures with the same formula, charge and spin: 46.51 kcal per mole
Kohn-Sham gap (spin up / spin down): 8.0113 / 8.0107 eV
Net charge: 0

***

[4]
One molecule with the formula H2INS. Source: OMol25; level of theory: the ωB97M-V functional and the def2-TZVPD basis.

Geometry as XYZ:
```
5
Properties=species:S:1:pos:R:3:forces:R:3:nbo_charge:R:1
N -0.760136 -0.521388 0.183555 -2.415 0.437 0.322 -0.9318
S 1.276601 2.256395 -0.845918 -0.484 3.148 -0.857 -0.2630
I 1.531742 0.220881 -0.264232 1.579 -2.874 0.915 0.5335
H -0.598275 -1.491992 -0.062500 -0.070 -0.400 0.372 0.3183
H -1.449930 -0.463898 0.989096 1.390 -0.312 -0.751 0.3431
```
Positions in Å, forces in eV/Å.

Computed properties:
E_HOMO (spin up / spin down): -0.28720 / -0.30635 Eh
Energy above the lowest of the compared OMol25 structures with the same formula, charge and spin: 43.35 kcal per mole
Kohn-Sham gap (spin up / spin down): 7.9424 / 5.9278 eV
Net charge: 0
Multiplicity: 3

***

[5]
A 2-piece molecular cluster, H2IOPS2 overall. Source: OMol25; level of theory: the ωB97M-V functional and the def2-TZVPD basis.

Geometry as XYZ:
```
7
Properties=species:S:1:pos:R:3:forces:R:3:nbo_charge:R:1
O 1.400572 -0.160618 1.947046 -0.361 -0.546 -0.646 -0.9737
P 0.770852 0.354740 0.728171 -0.342 3.810 -0.281 1.4692
S 0.272220 2.271668 0.421355 0.412 -2.896 0.141 -0.4395
S 0.808415 -1.034590 -0.780312 0.490 -1.330 0.390 -0.2483
H 0.211527 -0.655055 -1.920200 -0.249 0.971 0.398 0.1920
I -3.897880 -0.343564 0.168744 0.900 -1.469 0.344 -0.0937
H -4.675393 0.942329 -0.136975 -0.850 1.459 -0.345 0.0940
```
Positions in Å, forces in eV/Å.

Computed properties:
E_HOMO: -0.36297 Eh
Energy above the lowest of the compared OMol25 structures with the same formula, charge and spin: 28.62 kcal per mole
SMILES: O=P(=S)S.I
Kohn-Sham gap: 8.8722 eV
Net charge: 0

***

[6]
One molecule with the formula H2N2. Source: OMol25; level of theory: the ωB97M-V functional and the def2-TZVPD basis.

Geometry as XYZ:
```
4
Properties=species:S:1:pos:R:3:forces:R:3:nbo_charge:R:1
H 0.345154 -1.028624 -0.072315 -1.274 0.660 2.682 0.2496
N 0.016068 -0.299683 0.757164 2.310 -3.394 -1.887 -0.2467
N -0.137742 0.746114 0.177137 -1.718 2.002 -1.450 -0.2837
H -0.223479 0.582194 -0.861985 0.682 0.732 0.654 0.2807
```
Positions in Å, forces in eV/Å.

Computed properties:
E_HOMO: -0.34908 Eh
Energy above the lowest of the compared OMol25 structures with the same formula, charge and spin: 10.28 kcal per mole
SMILES: [H]/N=N\[H]
Kohn-Sham gap: 10.3840 eV
Net charge: 0

***

[7]
One molecule with the formula H2N2O. Source: OMol25; level of theory: the ωB97M-V functional and the def2-TZVPD basis.

Geometry as XYZ:
```
5
Properties=species:S:1:pos:R:3:forces:R:3:nbo_charge:R:1
N 0.232811 -0.720863 0.037912 -0.690 -0.224 -1.596 -0.1718
N 0.258145 0.686081 -0.179047 -2.024 3.215 1.516 -0.2107
O 1.450777 -0.007566 0.108520 0.750 0.756 0.989 -0.2609
H 0.239627 -0.982881 -0.989727 -0.293 -0.489 1.380 0.3237
H -0.232505 1.384344 0.713634 2.257 -3.258 -2.290 0.3197
```
Positions in Å, forces in eV/Å.

Computed properties:
E_HOMO: -0.37660 Eh
Energy above the lowest of the compared OMol25 structures with the same formula, charge and spin: 146.75 kcal per mole
SMILES: [nH]1[nH]o1
Kohn-Sham gap: 11.4079 eV
Net charge: 0

***

[8]
One molecule with the formula H2N2O2S. Source: OMol25; level of theory: the ωB97M-V functional and the def2-TZVPD basis.

Geometry as XYZ:
```
7
Properties=species:S:1:pos:R:3:forces:R:3:nbo_charge:R:1
N -1.293041 -0.350221 -0.512572 -4.692 -1.523 -2.128 -0.4022
N -0.608523 -0.303776 0.440741 -1.356 -5.790 3.253 0.4136
O -0.367709 -0.791393 1.520705 -1.007 -0.176 0.094 -0.3701
O 0.387471 1.034033 0.141872 6.514 6.095 -3.071 -0.6888
S 1.527830 0.960383 -0.954492 -0.684 0.074 2.229 0.6825
H -2.244177 -0.959778 -0.410692 1.998 0.985 0.158 0.2936
H 2.598149 0.410752 -0.225561 -0.773 0.336 -0.536 0.0715
```
Positions in Å, forces in eV/Å.

Computed properties:
E_HOMO (spin up / spin down): -0.24566 / -0.37865 Eh
Energy above the lowest of the compared OMol25 structures with the same formula, charge and spin: 100.55 kcal per mole
Kohn-Sham gap (spin up / spin down): 7.1662 / 7.4310 eV
Net charge: 0
Multiplicity: 3

***

F_max, respectively: 1.70, 8.66, 5.82, 3.40, 3.84, 4.52, 4.58, 9.43 eV/Å.